DFT (ωB97M-V/def2-TZVPD) results for a cluster of 2 separate species, C2H5N3 in total.

- HOMO level: -9.229 eV
- Charge: 0
- Spin multiplicity: 1
- Electronic energy: -6622.320 eV
- Energy relative to the best compared isomer or geometry (same formula, charge and spin): 60.3 kcal per mole

Element x y z (Å)
1 C -1.056 2.409 1.814
2 C -0.905 -0.664 -0.977
3 N -0.340 1.479 1.837
4 N 1.349 -0.770 -0.613
5 N 0.073 -0.865 -0.181
6 H 1.548 -0.148 -1.380
7 H -1.848 -0.823 -0.452
8 H -0.903 -0.301 -2.105
9 H 0.105 0.594 1.953
10 H 1.977 -0.912 0.106

***

DFT (ωB97M-V/def2-TZVPD) results for an isolated molecule of C21H27ClN2O2.

- HOMO level: -8.323 eV
- Charge: 0
- Spin multiplicity: 1
- Electronic energy: -41813.379 eV
- SMILES: CC[C@@H](C)c1ccccc1NC(=O)CN(C)CCOc1ccc(Cl)cc1

Element x y z (Å)
1 C 2.823 0.686 1.282
2 C 2.409 -0.719 0.863
3 C 1.269 -1.283 1.729
4 C -0.005 -0.421 1.680
5 C 1.024 -2.739 1.390
6 C 1.375 -3.698 2.331
7 C 1.220 -5.052 2.093
8 C 0.705 -5.474 0.881
9 C 0.345 -4.544 -0.074
10 C 0.496 -3.181 0.168
11 N 0.115 -2.240 -0.796
12 C -0.253 -2.421 -2.084
13 O -0.292 -3.469 -2.691
14 C -0.591 -1.088 -2.760
15 N -1.172 -0.136 -1.829
16 C -2.526 -0.524 -1.471
17 C -1.096 1.234 -2.314
18 C 0.233 1.886 -1.908
19 O 0.268 2.225 -0.538
20 C -0.443 3.295 -0.087
21 C -1.140 4.199 -0.882
22 C -1.814 5.262 -0.304
23 C -1.800 5.427 1.068
24 Cl -2.651 6.753 1.784
25 C -1.108 4.536 1.875
26 C -0.436 3.480 1.298
27 H 2.031 1.400 1.071
28 H 3.052 0.718 2.345
29 H 3.710 0.995 0.733
30 H 3.266 -1.392 0.957
31 H 2.120 -0.708 -0.189
32 H 1.630 -1.270 2.763
33 H -0.006 0.286 2.507
34 H -0.082 0.160 0.764
35 H -0.891 -1.044 1.781
36 H 1.784 -3.374 3.277
37 H 1.503 -5.769 2.849
38 H 0.580 -6.526 0.676
39 H -0.053 -4.864 -1.022
40 H 0.055 -1.280 -0.480
41 H -1.248 -1.297 -3.618
42 H 0.348 -0.683 -3.151
43 H -2.519 -1.554 -1.119
44 H -2.881 0.117 -0.665
45 H -3.223 -0.453 -2.318
46 H -1.910 1.805 -1.861
47 H -1.209 1.290 -3.408
48 H 0.437 2.763 -2.533
49 H 1.054 1.176 -2.032
50 H -1.167 4.098 -1.956
51 H -2.352 5.959 -0.928
52 H -1.096 4.671 2.944
53 H 0.111 2.780 1.909

***

DFT (ωB97M-V/def2-TZVPD) results for a structure of composition Cl3H6NaO3.

- HOMO level: -1.234 eV
- Charge: -2
- Spin multiplicity: 1
- Electronic energy: -48228.669 eV
- Energy relative to the best compared isomer or geometry (same formula, charge and spin): 5.4 kcal per mole

Element x y z (Å)
1 Na -3.873 13.970 -4.636
2 Cl -2.583 14.394 -1.969
3 Cl -5.268 13.358 -7.055
4 Cl -1.356 14.587 -5.871
5 O -1.872 11.453 -5.390
6 H -1.912 12.281 -5.868
7 H -2.719 11.389 -4.949
8 O -6.152 14.163 -3.566
9 H -6.548 15.020 -3.406
10 H -6.433 13.627 -2.825
11 O -4.223 11.307 -4.229
12 H -4.774 11.277 -5.011
13 H -4.765 10.926 -3.539

***

DFT (ωB97M-V/def2-TZVPD) results for an isolated molecule of C3H3N5.

- HOMO level: -9.323 eV
- Charge: 0
- Spin multiplicity: 1
- Electronic energy: -10604.237 eV
- Energy relative to the best compared isomer or geometry (same formula, charge and spin): 106.8 kcal per mole
- SMILES: N=c1nnccnn1

Element x y z (Å)
1 N -1.916 -0.256 0.713
2 C -1.332 0.105 -0.385
3 N -0.653 1.240 -0.862
4 N 0.505 1.374 -0.587
5 C 1.301 0.546 0.156
6 C 1.097 -0.754 0.275
7 N 0.385 -1.430 -0.804
8 N -0.725 -0.842 -1.191
9 H -2.441 0.483 1.101
10 H 2.103 1.076 0.855
11 H 1.674 -1.542 0.729

***

DFT (ωB97M-V/def2-TZVPD) results for an isolated molecule of C4H6O2.

- HOMO level: -10.315 eV
- Charge: 0
- Spin multiplicity: 1
- Electronic energy: -8340.432 eV
- Energy relative to the best compared isomer or geometry (same formula, charge and spin): 0.7 kcal per mole
- SMILES: O=C1CCCO1

Element x y z (Å)
1 O -1.759 1.676 -1.027
2 C -1.035 0.872 -0.512
3 C 0.463 0.976 -0.256
4 C 0.832 -0.328 0.453
5 C -0.407 -1.211 0.232
6 O -1.488 -0.328 -0.070
7 H 0.964 1.119 -1.217
8 H 0.669 1.873 0.339
9 H 1.730 -0.799 0.045
10 H 1.001 -0.161 1.520
11 H -0.688 -1.798 1.109
12 H -0.283 -1.893 -0.617

***

DFT (ωB97M-V/def2-TZVPD) results for a cluster of 2 separate species, C4H11NO in total.

- HOMO level: -9.980 eV
- Charge: 0
- Spin multiplicity: 1
- Electronic energy: -7862.588 eV
- Energy relative to the best compared isomer or geometry (same formula, charge and spin): 45.3 kcal per mole
- SMILES: CC(N)=O.CC

Element x y z (Å)
1 C -0.566 2.432 -2.326
2 C 0.373 1.735 -1.250
3 N 0.681 0.461 -1.728
4 O 1.089 2.368 -0.516
5 H -1.175 3.290 -2.056
6 H -1.209 1.657 -2.844
7 H 0.014 2.759 -3.115
8 H 1.437 -0.052 -1.248
9 H -0.075 -0.115 -2.103
10 C 0.616 -2.175 2.040
11 C -0.760 -1.599 2.300
12 H 1.097 -1.812 1.046
13 H 1.436 -1.606 2.577
14 H 0.500 -3.396 2.086
15 H -1.025 -1.375 3.383
16 H -1.730 -1.989 2.050
17 H -0.703 -0.583 1.703

***

DFT (ωB97M-V/def2-TZVPD) results for a cluster of 4 separate species, C52H29F2N3O8 in total.

- HOMO level: -9.636 eV
- Charge: 0
- Spin multiplicity: 1
- Electronic energy: -80681.816 eV
- SMILES: O=C(F)N(C(=O)F)c1ccc2nccnc2c1.O=C1c2ccccc2C(=O)c2ccccc21.O=C1c2ccccc2C(=O)c2ccccc21.O=C1c2ccccc2C(=O)c2ccccc21

Element x y z (Å)
1 O 1.928 -0.909 0.153
2 C 2.303 -1.691 0.953
3 F 1.993 -1.601 2.239
4 N 3.163 -2.790 0.636
5 C 2.333 -3.882 0.238
6 O 1.275 -4.167 0.695
7 F 2.910 -4.573 -0.751
8 C 4.079 -3.120 1.719
9 C 3.968 -4.308 2.467
10 C 4.842 -4.544 3.484
11 C 5.850 -3.616 3.797
12 N 6.697 -3.875 4.832
13 C 7.592 -2.965 5.063
14 C 7.711 -1.783 4.282
15 N 6.925 -1.506 3.289
16 C 5.957 -2.432 3.040
17 C 5.052 -2.208 1.991
18 H 3.187 -5.025 2.262
19 H 4.760 -5.441 4.080
20 H 8.285 -3.129 5.879
21 H 8.495 -1.075 4.520
22 H 5.138 -1.296 1.415
23 O -3.782 -1.545 3.987
24 C -4.131 -1.905 2.883
25 C -5.521 -2.390 2.637
26 C -6.429 -2.397 3.687
27 C -7.733 -2.809 3.470
28 C -8.136 -3.215 2.202
29 C -7.231 -3.223 1.155
30 C -5.920 -2.816 1.369
31 C -4.959 -2.844 0.232
32 O -5.298 -3.249 -0.863
33 C -3.581 -2.336 0.469
34 C -2.681 -2.311 -0.589
35 C -1.403 -1.815 -0.394
36 C -1.016 -1.342 0.855
37 C -1.908 -1.375 1.914
38 C -3.191 -1.873 1.727
39 H -6.107 -2.073 4.666
40 H -8.440 -2.810 4.288
41 H -9.158 -3.526 2.033
42 H -7.533 -3.541 0.167
43 H -2.991 -2.677 -1.558
44 H -0.703 -1.792 -1.219
45 H -0.018 -0.968 0.989
46 H -1.619 -1.014 2.891
47 O -5.963 1.419 0.562
48 C -6.330 1.917 -0.482
49 C -6.481 3.393 -0.620
50 C -6.172 4.207 0.463
51 C -6.275 5.583 0.344
52 C -6.688 6.151 -0.856
53 C -7.009 5.344 -1.934
54 C -6.912 3.963 -1.820
55 C -7.279 3.112 -2.990
56 O -7.700 3.608 -4.014
57 C -7.107 1.639 -2.858
58 C -7.407 0.820 -3.939
59 C -7.227 -0.550 -3.840
60 C -6.746 -1.114 -2.661
61 C -6.459 -0.299 -1.580
62 C -6.640 1.073 -1.670
63 H -5.848 3.754 1.389
64 H -6.031 6.215 1.187
65 H -6.759 7.227 -0.949
66 H -7.336 5.775 -2.870
67 H -7.776 1.265 -4.853
68 H -7.459 -1.185 -4.685
69 H -6.597 -2.182 -2.585
70 H -6.092 -0.717 -0.656
71 O 6.013 3.934 -0.049
72 C 6.444 3.314 -0.999
73 C 7.799 3.602 -1.553
74 C 8.579 4.582 -0.952
75 C 9.851 4.842 -1.433
76 C 10.349 4.125 -2.515
77 C 9.571 3.157 -3.126
78 C 8.292 2.895 -2.651
79 C 7.465 1.859 -3.334
80 O 7.876 1.280 -4.317
81 C 6.121 1.556 -2.766
82 C 5.343 0.571 -3.362
83 C 4.103 0.256 -2.835
84 C 3.631 0.923 -1.708
85 C 4.397 1.914 -1.118
86 C 5.642 2.237 -1.644
87 H 8.183 5.130 -0.109
88 H 10.458 5.604 -0.962
89 H 11.347 4.325 -2.883
90 H 9.946 2.598 -3.971
91 H 5.721 0.056 -4.235
92 H 3.501 -0.515 -3.297
93 H 2.667 0.674 -1.299
94 H 4.039 2.441 -0.244

***

DFT (ωB97M-V/def2-TZVPD) results for a cluster of 13 separate species, C30H92N18O13 in total.

- HOMO level: -8.999 eV
- Charge: 0
- Spin multiplicity: 1
- Electronic energy: -86044.503 eV

Element x y z (Å)
1 O -3.150 1.427 -2.327
2 H -3.778 0.825 -1.851
3 H -2.745 0.900 -3.030
4 C 4.218 4.502 1.997
5 C 3.610 3.715 0.833
6 C 4.357 2.409 0.561
7 O 3.727 1.865 -0.627
8 C 4.352 0.684 -1.174
9 N 2.185 3.554 1.130
10 H 4.410 3.813 2.792
11 H 3.474 5.262 2.241
12 H 5.170 4.943 1.734
13 H 3.790 4.389 -0.013
14 H 4.185 1.654 1.325
15 H 5.395 2.611 0.328
16 H 3.922 0.345 -2.159
17 H 4.133 -0.178 -0.512
18 H 5.407 0.876 -1.234
19 H 1.880 4.478 1.371
20 H 1.635 3.251 0.356
21 C 0.793 1.786 -5.772
22 C 1.105 1.272 -4.402
23 C 1.619 2.418 -3.523
24 O 2.830 3.056 -4.095
25 C 3.302 4.019 -3.206
26 N 0.016 0.556 -3.669
27 H -0.083 2.404 -5.872
28 H 0.564 0.928 -6.398
29 H 1.705 2.334 -6.154
30 H 1.890 0.451 -4.429
31 H 1.927 2.025 -2.580
32 H 0.884 3.231 -3.319
33 H 2.580 4.744 -2.822
34 H 4.055 4.634 -3.739
35 H 3.760 3.661 -2.321
36 H -0.751 1.165 -3.544
37 H -0.232 -0.120 -4.363
38 C 6.954 -3.258 3.711
39 C 5.665 -2.600 4.108
40 C 4.941 -2.328 2.814
41 O 3.612 -1.958 3.164
42 C 2.925 -1.412 2.094
43 N 4.995 -3.428 5.147
44 H 7.659 -3.423 4.544
45 H 7.519 -2.730 2.912
46 H 6.675 -4.259 3.369
47 H 5.943 -1.646 4.592
48 H 4.953 -3.193 2.121
49 H 5.367 -1.484 2.257
50 H 3.042 -1.965 1.202
51 H 3.325 -0.367 1.902
52 H 1.905 -1.414 2.375
53 H 4.962 -4.411 4.820
54 H 4.064 -3.161 5.255
55 C -2.208 2.173 4.177
56 C -1.977 3.587 3.656
57 C -3.143 4.447 3.639
58 O -3.581 4.743 4.975
59 C -4.597 5.715 5.060
60 N -0.929 4.241 4.465
61 H -1.317 1.532 3.879
62 H -3.120 1.749 3.756
63 H -2.289 2.084 5.289
64 H -1.638 3.519 2.583
65 H -3.945 3.882 3.187
66 H -2.867 5.388 3.170
67 H -4.253 6.624 4.587
68 H -4.708 5.850 6.116
69 H -5.528 5.486 4.569
70 H -0.643 5.119 3.995
71 H -1.315 4.416 5.391
72 C 1.570 -5.742 -4.740
73 C 0.960 -4.357 -4.948
74 C 0.932 -3.476 -3.695
75 O 2.212 -3.314 -3.119
76 C 2.179 -2.395 -2.083
77 N 1.646 -3.784 -6.084
78 H 1.000 -6.409 -4.066
79 H 2.571 -5.639 -4.277
80 H 1.641 -6.200 -5.706
81 H -0.070 -4.442 -5.290
82 H 0.287 -3.889 -2.910
83 H 0.423 -2.549 -3.991
84 H 2.142 -1.321 -2.476
85 H 3.108 -2.561 -1.505
86 H 1.337 -2.533 -1.404
87 H 1.147 -3.010 -6.500
88 H 2.594 -3.478 -5.877
89 C -6.100 -2.582 -3.068
90 C -6.258 -3.230 -1.697
91 C -4.954 -3.448 -1.035
92 O -4.179 -4.351 -1.777
93 C -3.820 -5.466 -0.997
94 N -7.170 -2.576 -0.784
95 H -7.057 -2.561 -3.571
96 H -5.439 -3.063 -3.764
97 H -5.740 -1.581 -2.828
98 H -6.677 -4.237 -1.855
99 H -5.019 -3.722 0.047
100 H -4.362 -2.498 -0.985
101 H -3.110 -5.183 -0.175
102 H -3.273 -6.112 -1.719
103 H -4.629 -6.022 -0.586
104 H -7.261 -1.545 -0.899
105 H -8.131 -2.801 -0.848
106 C -0.034 0.077 0.375
107 O -1.005 -0.630 0.093
108 N 0.007 0.702 1.574
109 N 0.998 0.208 -0.481
110 H 0.853 1.108 1.973
111 H -0.591 0.311 2.254
112 H 0.827 0.072 -1.493
113 H 1.734 0.840 -0.119
114 C -1.018 4.113 -1.444
115 O -0.261 5.072 -1.176
116 N -1.181 2.894 -0.713
117 N -1.746 4.024 -2.656
118 H -0.528 2.828 0.019
119 H -1.879 2.173 -0.900
120 H -1.767 4.664 -3.440
121 H -2.460 3.313 -2.694
122 C -1.373 -2.031 2.879
123 O -2.360 -1.266 2.748
124 N -1.169 -3.131 2.106
125 N -0.318 -1.848 3.686
126 H -1.524 -3.160 1.167
127 H -0.229 -3.453 2.071
128 H 0.309 -2.575 3.697
129 H -0.287 -1.030 4.268
130 C -4.419 -0.032 0.305
131 O -5.164 0.046 -0.693
132 N -4.378 -1.113 1.107
133 N -3.606 0.988 0.906
134 H -3.441 -1.228 1.541
135 H -4.847 -1.965 0.915
136 H -2.835 0.538 1.403
137 H -3.407 1.858 0.524
138 C 1.734 1.655 4.883
139 O 0.898 0.871 4.430
140 N 1.421 2.973 5.126
141 N 2.913 1.215 5.273
142 H 2.135 3.690 5.157
143 H 0.526 3.338 4.699
144 H 3.605 1.884 5.605
145 H 3.203 0.318 4.984
146 C -2.507 -1.994 -3.425
147 O -2.485 -0.874 -3.998
148 N -2.282 -2.157 -2.032
149 N -2.887 -3.145 -4.005
150 H -1.708 -1.451 -1.599
151 H -1.959 -3.107 -1.821
152 H -3.347 -3.091 -4.909
153 H -3.248 -3.821 -3.376